# 1
Formula: C18H32F30N2O8P5Zr
Source: the OMol25 dataset
Level of theory: ωB97M-V/def2-TZVPD

Properties
Gap between HOMO and LUMO: 6.171 eV
Charge: -3

Element x y z (Å)
Zr 0.41 0.09 0.28
P -4.59 -1.89 3.21
F -3.26 -1.16 2.64
F -5.29 -1.23 1.95
F -4.17 -3.31 2.43
F -6.05 -2.62 3.53
F -3.76 -2.33 4.54
F -4.98 -0.55 4.08
P -1.51 5.01 0.16
F -2.53 5.89 -0.70
F -1.34 6.25 1.25
F -2.84 4.44 0.96
F -0.75 3.90 1.10
F -1.65 3.62 -0.76
F -0.22 5.28 -0.84
P 2.38 0.13 -5.66
F 2.38 -1.41 -5.12
F 4.01 0.08 -5.52
F 2.45 -0.41 -7.12
F 2.40 1.59 -6.41
F 0.79 -0.02 -5.52
F 2.26 0.94 -4.28
P 3.40 -1.32 2.09
F 3.06 -0.53 3.48
F 2.58 -2.55 2.78
F 2.02 -0.71 1.35
F 3.77 -2.17 0.73
F 4.15 -0.04 1.40
F 4.73 -1.95 2.75
P -1.12 -4.72 -3.58
F -0.90 -5.98 -4.66
F -2.26 -4.24 -4.60
F -2.24 -5.70 -2.89
F -1.36 -3.42 -2.62
F -0.24 -5.41 -2.39
F 0.04 -3.84 -4.36
C -3.77 1.07 0.57
C -2.39 0.92 0.73
C -1.67 1.43 1.99
O -0.45 1.16 1.86
C -2.41 2.15 3.00
C -3.79 2.13 2.95
C -4.44 1.52 1.68
O -5.77 1.67 1.48
O -4.51 2.82 3.77
O -1.75 0.13 0.04
H -4.32 0.69 -0.27
H -1.84 2.50 3.85
C -1.10 -0.20 -2.80
O -0.13 0.39 -1.87
C 0.05 1.75 -2.36
C 1.21 2.45 -1.62
N 1.17 2.13 -0.20
C 2.32 2.62 0.40
C 2.30 3.01 1.88
O 1.89 1.90 2.57
C 1.65 2.04 3.95
H -1.87 0.45 -3.22
H -1.50 -1.15 -2.44
H -0.56 -0.47 -3.70
H -0.84 2.37 -2.31
H 0.25 1.68 -3.44
H 1.35 3.51 -1.83
H 2.13 2.01 -1.99
H 0.64 2.96 0.01
H 2.73 3.57 0.06
H 3.15 1.93 0.37
H 1.58 3.80 2.06
H 3.26 3.24 2.34
H 1.97 1.21 4.58
H 0.71 2.50 4.25
H 2.35 2.83 4.22
C 3.67 -0.08 -1.71
O 2.46 -0.69 -1.13
C 2.46 -1.95 -1.63
C 1.35 -2.74 -0.72
N 0.16 -1.94 -0.54
C -0.82 -2.73 0.21
C -0.81 -2.62 1.76
O -0.29 -1.32 2.12
C -0.29 -1.25 3.57
H 3.86 -0.20 -2.78
H 4.60 -0.31 -1.19
H 3.78 1.00 -1.66
H 3.41 -2.48 -1.58
H 1.98 -1.91 -2.61
H 1.67 -3.20 0.22
H 1.07 -3.58 -1.35
H -0.31 -2.07 -1.43
H -0.85 -3.79 -0.04
H -1.86 -2.50 -0.03
H -0.08 -3.34 2.13
H -1.73 -2.99 2.23
H 0.39 -1.93 4.08
H -1.33 -1.45 3.86
H 0.14 -0.33 3.96


# 2
Formula: C18H32FN2O
Source: the OMol25 dataset
Level of theory: ωB97M-V/def2-TZVPD

Properties
Gap between HOMO and LUMO: 7.620 eV
Structure (SMILES): CCN[n+]1cc(CCCCCCCCOC)ccc1[C@@H](C)F
Charge: +1
Energy relative to the best compared isomer or geometry (same formula, charge and spin): 0.0 kcal per mole

Element x y z (Å)
C 2.74 -0.89 4.45
C 1.54 0.01 4.29
N 1.33 0.30 2.85
N -0.01 0.42 2.45
C -0.51 -0.56 1.66
C -1.79 -0.52 1.12
C -2.23 -1.61 0.19
C -1.63 -1.38 -1.22
C -2.44 -0.38 -2.03
C -1.72 0.02 -3.32
C -0.67 1.11 -3.08
C 0.55 1.04 -4.01
C 1.80 0.41 -3.39
C 1.77 -1.10 -3.43
O 1.86 -1.51 -4.78
C 2.16 -2.89 -4.93
C -2.58 0.59 1.43
C -2.04 1.59 2.23
C -0.75 1.51 2.75
C -0.25 2.66 3.59
C -0.47 2.53 5.10
F 1.07 2.92 3.30
H 2.85 -1.10 5.51
H 3.65 -0.36 4.16
H 2.65 -1.82 3.90
H 1.76 0.95 4.78
H 0.66 -0.44 4.73
H 1.74 -0.43 2.29
H 0.14 -1.40 1.45
H -3.31 -1.60 0.12
H -1.90 -2.57 0.58
H -1.52 -2.32 -1.75
H -0.63 -0.98 -1.08
H -2.63 0.51 -1.43
H -3.42 -0.81 -2.26
H -1.23 -0.87 -3.71
H -2.43 0.38 -4.04
H -1.15 2.07 -3.24
H -0.31 1.09 -2.05
H 0.31 0.47 -4.91
H 0.82 2.04 -4.36
H 1.90 0.76 -2.36
H 2.69 0.73 -3.92
H 0.83 -1.46 -3.01
H 2.60 -1.52 -2.85
H 1.62 -3.25 -5.80
H 3.22 -3.01 -5.13
H 1.88 -3.47 -4.06
H -3.58 0.66 1.04
H -2.64 2.46 2.45
H -0.82 3.53 3.26
H 0.50 2.52 5.58
H -0.96 1.60 5.37
H -1.01 3.38 5.48


# 3
Formula: C18H32N2O6
Source: the OMol25 dataset
Level of theory: ωB97M-V/def2-TZVPD

Properties
Gap between HOMO and LUMO: 9.582 eV
Structure (SMILES): CCOC(=O)CNC(=O)[C@@H]1CCCN(C(=O)[C@@H](O)[C@@H](OC)C(C)C)CC1
Energy relative to the best compared isomer or geometry (same formula, charge and spin): 3.1 kcal per mole

Element x y z (Å)
C -3.35 4.91 4.81
C -3.08 5.74 3.57
O -2.81 4.82 2.49
C -2.55 5.39 1.30
O -2.54 6.57 1.12
C -2.28 4.38 0.21
N -2.31 3.01 0.67
C -1.99 2.00 -0.17
O -1.68 2.21 -1.33
C -1.97 0.62 0.47
C -0.63 0.38 1.19
C 0.64 0.79 0.44
C 0.78 0.18 -0.97
N -0.02 -1.03 -1.18
C 0.30 -2.25 -0.66
O -0.51 -3.17 -0.63
C 1.74 -2.46 -0.18
O 1.79 -3.43 0.83
C 2.66 -2.78 -1.39
O 3.90 -3.29 -0.94
C 4.64 -2.39 -0.15
C 2.10 -3.77 -2.41
C 1.82 -5.16 -1.84
C 3.05 -3.86 -3.61
C -1.39 -0.82 -1.64
C -2.36 -0.51 -0.50
H -3.56 5.57 5.65
H -4.21 4.26 4.66
H -2.48 4.30 5.06
H -3.94 6.35 3.29
H -2.22 6.40 3.69
H -3.01 4.55 -0.58
H -1.30 4.62 -0.22
H -2.57 2.83 1.62
H -2.74 0.62 1.25
H -0.64 0.94 2.13
H -0.58 -0.67 1.46
H 0.68 1.88 0.34
H 1.49 0.51 1.06
H 0.43 0.89 -1.71
H 1.83 -0.02 -1.20
H 2.09 -1.54 0.28
H 2.07 -4.27 0.45
H 2.83 -1.83 -1.91
H 5.63 -2.82 -0.02
H 4.74 -1.42 -0.66
H 4.19 -2.24 0.83
H 1.15 -3.35 -2.76
H 2.72 -5.57 -1.37
H 1.00 -5.13 -1.11
H 1.52 -5.84 -2.63
H 4.00 -4.30 -3.31
H 2.61 -4.48 -4.39
H 3.24 -2.87 -4.03
H -1.37 0.00 -2.35
H -1.71 -1.73 -2.14
H -2.48 -1.42 0.09
H -3.33 -0.28 -0.94


# 4
Formula: C18H32N3OPSiSn
Source: the OMol25 dataset
Level of theory: ωB97M-V/def2-TZVPD

Properties
Gap between HOMO and LUMO: 5.382 eV
Energy relative to the best compared isomer or geometry (same formula, charge and spin): 18.8 kcal per mole

Element x y z (Å)
Sn 0.10 0.33 0.06
Si 0.25 -1.87 -1.26
P 0.61 1.51 -2.05
N -1.65 0.42 -0.15
H 0.75 1.80 0.84
C 0.94 3.34 -2.01
H 1.09 3.77 -3.02
H 1.83 3.52 -1.39
H 0.08 3.83 -1.51
C 2.05 0.91 -3.05
H 2.19 1.51 -3.96
H 1.86 -0.14 -3.32
H 2.96 0.95 -2.43
C -0.78 1.40 -3.25
H -0.56 1.93 -4.19
H -1.68 1.83 -2.79
H -0.98 0.33 -3.45
C 1.98 -2.70 -1.44
H 2.43 -2.91 -0.45
H 2.68 -2.04 -1.98
H 1.92 -3.66 -2.00
H -0.62 -2.99 -0.71
H -0.25 -1.82 -2.70
C -3.00 0.33 -0.38
C -5.27 1.16 -0.04
C -3.89 1.27 0.20
C -3.52 -0.70 -1.21
C -4.89 -0.78 -1.45
C -5.77 0.14 -0.86
H -5.95 1.89 0.41
H -3.48 2.06 0.83
H -2.81 -1.41 -1.65
H -5.28 -1.58 -2.09
H -6.85 0.07 -1.05
C 3.30 0.18 0.80
O 2.30 -0.06 0.10
C 3.16 0.84 2.14
H 4.07 1.38 2.43
H 2.95 0.08 2.91
H 2.27 1.51 2.08
C 4.67 -0.17 0.28
H 5.26 0.75 0.13
H 4.58 -0.72 -0.67
H 5.21 -0.79 1.02
N 1.20 -2.40 2.00
C 0.25 -1.59 2.62
C -0.15 -1.93 3.92
C -1.04 -1.12 4.61
C -1.52 0.03 4.01
C -1.12 0.34 2.71
N -0.26 -0.46 2.00
H 1.66 -2.06 1.17
H 1.57 -3.25 2.46
H 0.24 -2.81 4.40
H -1.34 -1.38 5.62
H -2.21 0.68 4.54
H -1.52 1.25 2.27